1.
C2H3NO2S | wB97M-V/def2-TZVPD

Properties
HOMO: -9.69 eV
Largest force on an atom: 0.10837 hartree/bohr
Net charge: 0

Each line ends with the Löwdin charge.
Atoms and positions in Å:
C 0.2575 -0.6059 -0.5258  -0.47
C 0.2112 1.9499 0.4805  -0.44
H -0.5628 -2.2893 0.8600  0.17
H 0.7652 0.1925 -1.0548  0.05
H 0.1996 2.6939 1.2589  0.08
N -0.0550 -1.7486 -1.0634  -0.06
O -0.8739 -2.6164 -0.2332  -0.18
O 0.5113 2.2332 -0.6549  -0.01
S -0.4531 0.1907 0.9328  0.86

2.
C2H3NO2S | wB97M-V/def2-TZVPD

Properties
HOMO (alpha / beta): -6.09 / -10.24 eV
Largest force on an atom: 0.12087 hartree/bohr
Multiplicity: 3
Net charge: 0

Each line ends with the Mulliken spin population.
Atoms and positions in Å:
C 1.5876 -1.0287 -1.5326  0.14
C 1.0855 -0.3903 -0.6219  -0.04
N -1.0775 0.5853 0.6893  0.86
O -1.9494 1.4027 -0.1251  0.19
O 0.6179 -0.8410 1.8678  0.21
S 0.7574 0.3457 0.9873  0.65
H 2.0877 -1.5645 -2.1785  0.01
H -1.8404 0.8306 -0.8678  -0.01
H -1.2687 0.6603 1.7814  -0.03

3.
C2H3NO3 | wB97M-V/def2-TZVPD

Properties
HOMO (alpha / beta): -8.08 / -8.74 eV
Largest force on an atom: 0.07900 hartree/bohr
Net charge: 0

Each line ends with the Löwdin charge.
Atoms and positions in Å:
C 2.3946 0.0658 0.2289  -0.31
C 1.4395 -0.7352 -0.3512  -0.14
N -0.9067 0.3335 -0.3973  -0.04
O 3.2875 0.6751 -0.2877  0.08
O 0.8052 -1.7180 -0.4371  0.19
O 0.2581 0.8825 -0.3813  -0.17
H 1.9676 0.5030 1.2216  0.18
H -1.3115 0.3889 0.5084  0.10
H -1.0486 -0.2211 -1.2261  0.11

4.
C2H3NO3 | wB97M-V/def2-TZVPD

Properties
HOMO (alpha / beta): -8.85 / -8.91 eV
Largest force on an atom: 0.13073 hartree/bohr
Net charge: 0

Each line ends with the Löwdin charge.
Atoms and positions in Å:
C -0.2115 -1.0698 -1.8976  0.29
C -0.0330 -0.4028 -0.5514  -0.88
N 0.0265 -1.6602 -3.9643  -0.06
O 0.0455 0.9596 -0.7781  0.09
O 1.1186 -0.8441 0.0458  0.09
O -1.1269 -0.7259 0.2187  0.08
H -0.8210 1.3057 -1.0167  0.13
H 1.8764 -0.3414 -0.2755  0.13
H -0.8643 -1.3622 0.8975  0.13

5.
C2H3NO3 | wB97M-V/def2-TZVPD

Properties
HOMO: -9.76 eV
Largest force on an atom: 0.21360 hartree/bohr
Net charge: 0

Each line ends with the Löwdin charge.
Atoms and positions in Å:
C -1.7193 0.3524 -0.1618  -0.27
C 1.5537 -0.5950 -0.0578  -0.40
H -1.8442 1.4980 0.3335  0.17
H 0.3372 0.9824 0.5086  0.20
H 2.1233 -1.5691 0.2276  0.18
N -0.2597 0.2820 -0.1201  -0.08
O -2.5227 -0.5442 -0.2616  0.05
O 0.2888 -0.8279 -0.1101  0.03
O 2.0427 0.4214 -0.3582  0.11

6.
C2H3NO3 | wB97M-V/def2-TZVPD

Properties
HOMO: -10.14 eV
Largest force on an atom: 0.13224 hartree/bohr
Net charge: 0

Each line ends with the Löwdin charge.
Atoms and positions in Å:
C -0.4872 -0.5776 0.0943  -0.30
C 0.8978 -0.8298 -0.7094  -0.06
H 0.1951 2.0023 0.1069  0.22
H -1.7021 0.6603 1.1746  0.15
H 1.3181 -1.8395 -0.7393  0.11
N -0.7809 0.6328 0.7783  -0.06
O 0.1812 1.5349 1.1150  -0.04
O -1.2282 -1.5335 -0.3228  0.01
O 1.6061 -0.0499 -1.4977  -0.04

7.
C2H3NO3P | wB97M-V/def2-TZVPD

Properties
HOMO: -4.63 eV
Largest force on an atom: 0.02216 hartree/bohr
Net charge: -1

Each line ends with the Löwdin charge.
Atoms and positions in Å:
C -1.2633 1.4041 -0.2761  -0.46
C -0.6605 -0.9767 -0.0080  -0.70
N -0.5256 0.3017 -0.3198  -0.02
O 0.6359 -1.5048 0.1430  -0.41
O -2.2385 1.6972 0.3914  -0.04
O -1.6136 -1.7129 0.0459  0.04
P 1.8031 -0.3786 -0.2474  0.74
H -0.7858 2.1782 -0.9357  0.10
H 1.8615 0.2923 0.9890  -0.12
H 2.7869 -1.3004 0.2176  -0.14

8.
C2H3NO3S | wB97M-V/def2-TZVPD

Properties
HOMO (alpha / beta): -10.71 / -10.71 eV
Largest force on an atom: 0.09004 hartree/bohr
Net charge: 0

Each line ends with the Löwdin charge.
Atoms and positions in Å:
C 0.8195 1.2895 -0.0695  -0.38
C 0.3023 -1.1575 0.1211  -0.03
N 1.5721 0.4024 -0.5607  0.17
O -1.5868 -0.1118 -1.4619  -0.23
O -2.1111 -0.6376 0.8532  -0.25
O -0.4379 1.1360 0.4112  -0.17
S -1.1593 -0.2592 -0.1224  0.60
H 1.1671 2.3150 0.0207  0.13
H 0.8714 -1.8906 -0.3937  0.06
H 0.5628 -1.0860 1.2020  0.09

| no. | DFT total energy (hartree) | molar mass (g mol⁻¹) |
| --- | --- | --- |
| 1 | -681.30475 | 105.118 |
| 2 | -681.08326 | 105.118 |
| 3 | -358.29959 | 89.050 |
| 4 | -358.03751 | 89.050 |
| 5 | -358.35524 | 89.050 |
| 6 | -358.34477 | 89.050 |
| 7 | -699.90933 | 120.024 |
| 8 | -756.54032 | 121.117 |